No. 1
34
Properties=species:S:1:pos:R:3:lowdin_spin:R:1 method="wB97M-V/def2-TZVPD" s2=0.75 e_above_lowest_kcal_mol=5.8 multiplicity=2 charge=+2
Ti -0.185 0.150 0.269 0.9705
C 0.551 2.695 1.968 0.0045
O 1.026 1.603 1.139 0.0171
C 2.374 1.158 1.444 0.0015
C 2.787 0.252 0.310 0.0035
O 1.724 -0.715 0.074 0.0118
C 1.962 -2.042 0.632 0.0008
H 1.229 3.540 1.861 0.0000
H 0.499 2.382 3.010 0.0003
H -0.434 2.976 1.603 0.0010
H 2.366 0.643 2.409 0.0001
H 3.038 2.021 1.510 0.0001
H 3.716 -0.266 0.544 0.0003
H 2.911 0.807 -0.619 0.0001
H 2.956 -2.382 0.350 -0.0001
H 1.228 -2.713 0.188 0.0004
H 1.869 -2.024 1.719 0.0001
Cl -2.910 2.816 -2.485 -0.0011
C -3.353 2.102 -1.004 -0.0036
C -4.617 2.356 -0.442 -0.0004
C -4.992 1.773 0.736 -0.0032
Cl -6.543 2.081 1.383 -0.0013
C -4.099 0.905 1.427 0.0004
C -4.397 0.254 2.636 0.0087
C -3.465 -0.571 3.225 0.0009
C -2.223 -0.735 2.629 0.0047
N -1.895 -0.133 1.486 0.0027
C -2.828 0.668 0.858 0.0084
C -2.467 1.253 -0.374 0.0014
O -1.253 0.947 -0.931 -0.0301
H -5.297 3.014 -0.967 0.0000
H -5.364 0.405 3.096 0.0004
H -3.683 -1.086 4.149 -0.0001
H -1.467 -1.363 3.086 0.0001

No. 2
39
Properties=species:S:1:pos:R:3:lowdin_spin:R:1 method="wB97M-V/def2-TZVPD" s2=0.97 e_above_lowest_kcal_mol=4.3 multiplicity=2 charge=0
Mn 0.090 -0.903 -0.900 0.9834
C 3.770 -2.370 0.931 0.0010
Si 3.913 -0.800 -0.075 0.0008
C 3.800 0.715 1.029 0.0012
C 5.571 -0.778 -0.937 -0.0020
Se 2.332 -0.675 -1.700 0.0133
H 4.546 -2.406 1.701 0.0003
H 3.901 -3.236 0.280 0.0001
H 2.798 -2.462 1.418 -0.0002
H 4.594 0.708 1.780 0.0002
H 2.843 0.782 1.550 -0.0001
H 3.926 1.618 0.425 0.0001
H 6.388 -0.805 -0.211 -0.0004
H 5.681 0.124 -1.542 0.0001
H 5.675 -1.639 -1.599 0.0000
F -6.787 0.720 1.093 0.0004
C -5.714 0.093 0.615 0.0014
C -5.744 -0.487 -0.641 0.0001
F -6.854 -0.415 -1.376 0.0000
C -4.620 -1.132 -1.128 0.0023
F -4.701 -1.664 -2.349 -0.0001
C -3.441 -1.227 -0.396 0.0051
Se -1.938 -2.140 -1.142 0.0075
C -3.450 -0.640 0.861 0.0016
F -2.359 -0.678 1.635 0.0014
C -4.557 0.015 1.368 -0.0004
F -4.516 0.572 2.581 -0.0002
N 0.612 -0.779 2.087 -0.0079
C 0.434 -0.835 0.941 -0.0197
H 0.763 -0.727 3.070 -0.0004
N 0.348 2.005 -0.817 -0.0013
C -0.233 3.210 -0.898 0.0076
C -1.571 3.000 -1.155 0.0010
C -1.707 1.608 -1.233 0.0082
N -0.535 1.017 -1.031 -0.0045
H 1.325 1.745 -0.753 -0.0004
H 0.339 4.113 -0.779 0.0004
H -2.338 3.742 -1.277 -0.0002
H -2.583 1.012 -1.424 0.0002

No. 3
32
Properties=species:S:1:pos:R:3:lowdin_charge:R:1 method="wB97M-V/def2-TZVPD" e_above_lowest_kcal_mol=47.0 charge=0
C -1.472 -1.221 -2.503 -0.0716
O -1.287 -0.220 -1.532 -0.1125
C -2.087 -0.219 -0.419 -0.2097
C -3.009 -1.216 -0.130 -0.0220
C -3.816 -1.135 0.992 -0.0857
C -3.716 -0.049 1.840 -0.0904
C -2.793 0.944 1.569 -0.0183
C -1.955 0.873 0.460 -0.1649
N -1.093 1.953 0.233 0.0485
C 0.203 2.032 -0.176 -0.8533
S 0.866 3.546 -0.305 0.6196
N 0.902 0.907 -0.385 0.0249
C 2.247 0.892 -0.918 -0.1310
C 3.145 0.067 -0.059 -0.2645
C 3.943 0.395 0.996 -0.0161
C 4.535 -0.814 1.437 -0.0632
C 4.049 -1.786 0.620 -0.1274
O 3.205 -1.266 -0.287 0.0411
H -0.786 -0.971 -3.311 0.0978
H -1.223 -2.214 -2.112 0.0986
H -2.496 -1.225 -2.886 0.0996
H -3.117 -2.060 -0.792 0.1039
H -4.529 -1.921 1.190 0.1042
H -4.351 0.029 2.708 0.1031
H -2.709 1.799 2.223 0.1174
H -1.440 2.846 0.563 0.1123
H 0.414 0.025 -0.368 0.1314
H 2.239 0.486 -1.936 0.1353
H 2.596 1.928 -0.939 0.0637
H 4.091 1.375 1.401 0.1135
H 5.224 -0.937 2.246 0.0992
H 4.221 -2.843 0.580 0.1165

No. 4
32
Properties=species:S:1:pos:R:3:lowdin_charge:R:1 method="wB97M-V/def2-TZVPD" e_above_lowest_kcal_mol=33.0 charge=0
C 5.208 0.998 1.359 -0.1617
C 4.961 1.368 -0.092 -0.5185
S 3.214 1.828 -0.413 0.9873
C 2.379 0.317 -0.253 -0.6693
N 1.093 0.262 -0.182 0.0785
C 0.754 -1.079 -0.098 -0.2008
C -0.483 -1.628 -0.003 0.0506
C -1.749 -0.960 0.026 -0.2174
C -1.865 0.433 -0.046 -0.0079
C -3.098 1.049 -0.018 -0.0100
C -4.261 0.286 0.084 -0.2727
O -5.522 0.786 0.119 -0.0794
C -5.702 2.181 0.046 -0.0871
C -4.158 -1.108 0.158 -0.0024
C -2.928 -1.716 0.130 -0.0263
C 1.993 -1.882 -0.123 -0.4085
O 2.180 -3.075 -0.074 0.0853
N 2.992 -0.916 -0.220 0.1384
H 4.618 0.135 1.659 0.0627
H 4.944 1.831 2.006 0.0732
H 6.261 0.765 1.504 0.0748
H 5.244 0.573 -0.783 0.0650
H 5.515 2.267 -0.360 0.0688
H -0.498 -2.710 0.056 0.1257
H -0.964 1.020 -0.125 0.0923
H -3.147 2.125 -0.077 0.1030
H -6.778 2.341 0.090 0.0928
H -5.313 2.587 -0.893 0.0960
H -5.226 2.692 0.888 0.0959
H -5.067 -1.683 0.237 0.1174
H -2.862 -2.793 0.187 0.1140
H 3.974 -1.119 -0.296 0.1404

No. 5
33
Properties=species:S:1:pos:R:3:lowdin_charge:R:1 method="wB97M-V/def2-TZVPD" e_above_lowest_kcal_mol=52.6 charge=0
C 2.245 0.893 -3.592 -0.0924
O 1.872 1.654 -2.470 -0.0931
C 0.766 1.271 -1.767 -0.3078
C -0.057 0.197 -2.091 -0.0337
C -1.133 -0.116 -1.282 -0.0077
C -1.417 0.627 -0.141 -0.2814
O -2.506 0.217 0.582 -0.0445
C -2.598 0.533 1.949 -0.1680
C -1.590 -0.254 2.814 -0.0587
C -0.251 0.431 2.851 -0.4741
O -0.039 1.442 3.481 0.0804
N 0.793 -0.119 2.129 0.1113
C 0.821 -1.161 1.248 -0.6062
N -0.063 -2.080 1.092 0.0509
C 0.282 -2.954 0.117 -0.2401
C 1.467 -2.715 -0.493 -0.3999
S 2.213 -1.310 0.173 1.0464
C -0.615 1.723 0.163 -0.0202
C 0.464 2.032 -0.640 -0.0003
H 3.151 1.360 -3.976 0.0933
H 2.463 -0.145 -3.318 0.0891
H 1.473 0.911 -4.367 0.0955
H 0.133 -0.410 -2.962 0.1071
H -1.770 -0.953 -1.521 0.1248
H -3.612 0.227 2.222 0.1299
H -2.496 1.608 2.136 0.1241
H -1.501 -1.267 2.426 0.0967
H -1.969 -0.270 3.836 0.1309
H 1.637 0.443 2.163 0.1481
H -0.387 -3.765 -0.104 0.1066
H 1.947 -3.268 -1.274 0.0573
H -0.816 2.343 1.022 0.1131
H 1.096 2.874 -0.406 0.1226

No. 6
34
Properties=species:S:1:pos:R:3:lowdin_charge:R:1 method="wB97M-V/def2-TZVPD" e_above_lowest_kcal_mol=9.4 charge=0
C -2.093 -2.594 0.921 -0.0529
C -1.957 -1.113 1.254 -0.4060
C -0.613 -0.807 1.915 -0.0404
N -2.093 -0.321 0.048 0.0589
C -2.964 0.695 -0.085 -0.5616
O -3.815 0.977 0.725 0.0730
C -2.835 1.498 -1.382 -0.3472
S -1.180 1.429 -2.125 0.9737
C -0.293 2.065 -0.768 -0.6192
N -0.699 2.998 0.051 0.0416
N 0.225 3.180 1.006 0.0365
C 1.197 2.351 0.754 -0.6145
S 2.702 1.929 1.493 1.0889
C 2.942 0.702 0.247 -0.4412
C 4.011 -0.170 0.131 -0.0811
C 4.016 -1.070 -0.920 -0.0810
C 2.979 -1.100 -1.844 -0.0748
C 1.908 -0.232 -1.740 -0.0141
C 1.895 0.666 -0.685 -0.2324
N 0.933 1.602 -0.373 0.0087
H -3.048 -2.786 0.437 0.0792
H -1.293 -2.909 0.253 0.0766
H -2.039 -3.188 1.829 0.0777
H -2.772 -0.797 1.913 0.1425
H -0.538 0.254 2.141 0.0779
H 0.209 -1.091 1.257 0.0744
H -0.516 -1.362 2.844 0.0805
H -1.439 -0.511 -0.699 0.0942
H -3.522 1.106 -2.134 0.0879
H -3.079 2.539 -1.174 0.0855
H 4.816 -0.140 0.848 0.1112
H 4.842 -1.757 -1.024 0.1059
H 3.008 -1.808 -2.658 0.1063
H 1.101 -0.236 -2.457 0.0852

No. 7
34
Properties=species:S:1:pos:R:3:lowdin_charge:R:1 method="wB97M-V/def2-TZVPD" e_above_lowest_kcal_mol=29.7 charge=+2
Au -0.614 -1.073 -0.097 1.0296
N 1.287 -0.941 -0.844 0.0025
C 2.177 -0.014 -0.158 -0.2488
C 3.328 -0.502 0.427 -0.0049
C 4.205 0.403 1.009 -0.0329
C 3.904 1.755 0.986 -0.0238
C 2.711 2.207 0.432 0.0108
C 1.805 1.317 -0.133 -0.1375
C 0.449 1.748 -0.571 -0.1848
C 0.294 3.044 -1.066 -0.0054
C -0.953 3.607 -1.280 -0.0252
C -2.088 2.879 -0.971 -0.0461
C -1.958 1.569 -0.532 -0.1185
C -0.709 0.985 -0.367 -0.1902
H 1.705 -1.869 -0.873 0.1061
H 1.116 -0.629 -1.802 0.1440
H 3.559 -1.560 0.403 0.1260
H 5.118 0.053 1.470 0.1251
H 4.591 2.465 1.424 0.1257
H 2.462 3.258 0.488 0.1268
H 1.182 3.616 -1.298 0.1291
H -1.035 4.615 -1.662 0.1279
H -3.072 3.315 -1.077 0.1243
H -2.881 1.062 -0.287 0.0771
N -2.522 -1.324 0.781 -0.0343
N -3.017 -2.644 0.720 -0.0238
C -2.219 -3.690 0.422 -0.7853
N -2.753 -4.892 0.423 0.1662
S -0.560 -3.484 0.089 0.7122
H -2.441 -1.022 1.756 0.1511
H -3.197 -0.724 0.311 0.1128
H -3.979 -2.767 1.014 0.1821
H -3.718 -5.072 0.662 0.1472
H -2.177 -5.692 0.202 0.1350

No. 8
49
Properties=species:S:1:pos:R:3:lowdin_charge:R:1 method="wB97M-V/def2-TZVPD" total_energy_ev=-258639.2828 charge=-1
O -1.588 3.043 0.991 -0.1366
C -0.856 3.447 -0.078 -0.5706
Br -0.344 5.396 -0.120 0.6333
C -0.386 2.352 -1.252 -0.1088
C 0.525 1.234 -0.475 -0.1822
O 0.331 -0.201 -0.727 -0.0329
C 1.454 -0.801 0.068 -0.2124
O 1.640 -2.092 0.400 -0.0049
O 2.459 0.250 0.440 -0.0137
C 2.158 1.280 -0.608 -0.3093
N 2.811 0.608 -1.833 0.1112
C 4.163 0.616 -1.496 -0.4636
S 5.747 0.366 -0.835 0.5832
C 2.522 2.848 -0.298 -0.3878
O 2.623 3.423 0.904 -0.1064
O 2.705 3.726 -1.501 -0.2692
H -1.351 1.911 -1.781 0.0046
H 0.237 3.008 -2.028 0.1093
H 0.330 1.299 0.696 0.1838
C 7.556 3.586 -2.925 -1.0238
Cl 7.576 1.973 -3.649 0.4724
Cl 7.051 3.516 -1.232 0.4909
H 8.560 4.013 -2.979 0.0210
H 6.856 4.216 -3.479 0.0306
C -0.720 -4.628 1.614 -1.0058
Cl -0.563 -6.048 2.654 0.5079
Cl -1.654 -5.003 0.161 0.5255
H -1.228 -3.835 2.169 0.0361
H 0.277 -4.290 1.319 0.0181
C -4.573 1.101 -1.751 -0.9867
Cl -2.897 0.643 -1.427 0.6325
Cl -4.790 2.851 -1.623 0.5169
H -4.840 0.782 -2.762 0.0288
H -5.223 0.608 -1.025 0.0290
C -1.313 -6.581 6.625 -1.0340
Cl -2.955 -5.936 6.742 0.4903
Cl -1.284 -8.314 6.969 0.4901
H -0.936 -6.412 5.613 -0.0122
H -0.675 -6.064 7.346 0.0294
C -0.961 7.300 -3.451 -1.0180
Cl -2.603 7.945 -3.334 0.4844
Cl -0.932 5.566 -3.107 0.4592
H -0.584 7.469 -4.463 0.0269
H -0.323 7.817 -2.729 0.0286
C -4.743 -6.663 1.682 -1.0406
Cl -4.586 -8.084 2.722 0.4890
Cl -5.677 -7.039 0.228 0.4907
H -5.252 -5.871 2.236 0.0315
H -3.747 -6.326 1.387 -0.0359

No. 9
38
Properties=species:S:1:pos:R:3:lowdin_charge:R:1 method="wB97M-V/def2-TZVPD" total_energy_ev=-113169.8316 charge=0
C -3.476 2.437 -1.333 0.1139
C -2.073 2.217 -1.404 -0.0060
C -0.448 2.010 -1.344 -0.3456
C 0.176 3.013 -2.528 -0.5171
O -0.254 4.296 -2.583 -0.1320
O 1.132 2.586 -3.561 -0.2271
C -0.121 0.466 -1.774 -0.0853
O -0.505 -0.462 -0.707 -0.1427
C 0.233 -0.234 0.546 -0.3263
C -0.414 -1.332 1.633 -0.0905
C -1.804 -2.030 1.086 -0.2219
O -2.951 -1.120 0.971 -0.1556
C 1.839 -0.695 0.457 -0.1356
C 2.167 -1.794 -0.699 -0.3024
C 1.253 -3.149 -0.699 -0.6196
I 2.164 -4.501 -2.224 0.6606
C 0.134 1.320 1.049 -0.6375
Br -1.581 1.743 2.072 0.8784
N 1.257 1.667 2.049 -0.0355
C 0.772 1.519 3.355 -0.1251
O 0.554 0.894 4.545 0.0001
N 0.202 2.375 -0.029 -0.3939
I 2.123 3.202 -0.262 1.2119
H -4.643 2.510 -1.187 0.0681
H -0.811 0.224 -2.715 0.1856
H 1.000 0.426 -2.104 0.1310
H -0.504 -0.881 2.726 0.1098
H 0.351 -2.240 1.765 0.1182
H -2.103 -2.836 1.915 0.1374
H -1.663 -2.660 0.092 0.1290
H -3.385 -0.989 1.865 0.0988
H 2.221 -1.161 1.488 0.1388
H 2.560 0.226 0.264 0.0786
H 2.170 -1.382 -1.806 0.1058
H 3.289 -2.155 -0.508 0.1163
H 0.155 -2.983 -1.067 0.0473
H 1.341 -3.731 0.313 0.0613
H -0.359 3.203 0.340 0.1087

No. 10
63
Properties=species:S:1:pos:R:3:lowdin_charge:R:1 method="wB97M-V/def2-TZVPD" total_energy_ev=-367981.2258 charge=+1
N -1.744 2.877 0.713 0.1599
C -2.324 1.949 -0.066 -0.3190
N -2.070 0.569 0.259 0.2018
C -2.802 -0.079 -0.781 -0.1231
C -2.745 -1.678 -0.763 -0.0663
O -1.845 -2.227 -1.749 0.0320
C -0.503 -1.913 -1.484 -0.4972
F -0.213 -1.656 -0.145 0.1035
F 0.242 -3.061 -1.829 0.1186
F -0.023 -0.839 -2.238 0.0998
N -3.486 0.809 -1.660 0.0911
N -3.177 2.065 -1.215 0.1112
H -1.767 2.724 1.733 0.1427
H -1.224 3.696 0.383 0.1154
H -3.798 -2.024 -1.069 0.1499
H -2.595 -2.098 0.291 0.1619
H -4.089 0.548 -2.455 0.0732
H -3.504 2.956 -1.617 0.1022
C 2.111 -2.543 2.133 -1.4908
Cl 3.641 -1.666 2.269 0.5206
Cl 2.400 -4.287 2.091 0.5424
Cl 1.013 -2.127 3.467 0.4110
H 1.637 -2.253 1.200 -0.0153
C -1.895 -1.121 6.536 -1.5143
Cl -3.177 -0.239 5.693 0.5094
Cl -0.864 -1.976 5.379 0.4712
Cl -0.932 -0.020 7.530 0.5314
H -2.358 -1.856 7.190 0.0193
C -5.708 3.539 -3.767 -1.4817
Cl -4.172 4.407 -3.609 0.5676
Cl -5.430 1.790 -3.817 0.5481
Cl -6.796 3.955 -2.439 0.5626
H -6.176 3.837 -4.702 0.0304
C -7.736 -1.533 -4.511 -1.5262
Cl -8.099 0.099 -5.088 0.5123
Cl -8.089 -2.729 -5.761 0.5558
Cl -6.041 -1.651 -4.000 0.4844
H -8.367 -1.740 -3.650 0.0201
C 4.104 -0.519 6.507 -1.5130
Cl 4.984 0.844 5.801 0.5227
Cl 2.898 -1.138 5.370 0.4649
Cl 5.223 -1.804 6.980 0.5111
H 3.588 -0.169 7.398 0.0154
C 6.974 -5.233 5.188 -1.5388
Cl 5.692 -4.348 4.348 0.4915
Cl 8.003 -6.084 4.028 0.5235
Cl 7.939 -4.136 6.186 0.5114
H 6.511 -5.971 5.839 0.0165
C 1.551 2.375 -2.112 -1.5388
Cl 2.738 3.570 -2.642 0.5456
Cl 1.679 2.101 -0.368 0.5396
Cl -0.089 2.894 -2.541 0.5065
H 1.758 1.438 -2.622 -0.0601
C 0.802 0.391 -5.256 -1.5450
Cl 0.449 2.028 -5.826 0.5216
Cl 0.439 -0.798 -6.513 0.5492
Cl 2.492 0.259 -4.747 0.5716
H 0.168 0.184 -4.397 -0.0202
C 7.050 3.977 -1.763 -1.5407
Cl 6.435 5.016 -3.057 0.5124
Cl 5.796 3.690 -0.549 0.4981
Cl 7.639 2.445 -2.423 0.5231
H 7.882 4.485 -1.283 0.0164

No. 11
38
Properties=species:S:1:pos:R:3:lowdin_spin:R:1 method="wB97M-V/def2-TZVPD" s2=0.84 multiplicity=2 total_energy_ev=-102005.4924 charge=+1
Mn 0.051 1.066 1.418 0.9497
O 1.712 0.260 0.947 0.0138
N 2.632 0.098 1.905 0.0019
C 3.806 -0.465 1.541 -0.0004
C 4.789 -0.659 2.467 -0.0010
C 4.559 -0.266 3.790 -0.0004
C 3.360 0.304 4.133 -0.0001
C 2.363 0.496 3.167 0.0033
S 0.832 1.209 3.497 -0.0006
H 3.874 -0.722 0.496 -0.0001
H 5.725 -1.104 2.165 -0.0001
H 5.326 -0.410 4.539 0.0000
H 3.148 0.622 5.143 0.0000
O -1.419 0.218 0.436 0.0029
C -1.685 -0.739 -0.329 0.0066
C -3.107 -1.147 -0.556 0.0006
C -3.569 -0.916 -2.005 -0.0001
C -3.128 -2.003 -2.981 0.0000
C -1.618 -2.140 -3.163 0.0003
C -0.868 -2.501 -1.886 0.0003
N -0.710 -1.379 -0.958 0.0045
H -3.711 -0.566 0.136 0.0000
H -3.219 -2.204 -0.296 0.0005
H -3.224 0.065 -2.345 0.0000
H -4.658 -0.874 -2.003 0.0000
H -3.579 -1.806 -3.955 0.0000
H -3.532 -2.964 -2.644 0.0000
H -1.193 -1.222 -3.578 0.0000
H -1.429 -2.933 -3.889 0.0000
H 0.138 -2.835 -2.131 0.0000
H -1.364 -3.330 -1.374 0.0001
H 0.226 -1.047 -0.761 0.0006
Cl 1.259 5.567 -1.408 0.0000
C -0.088 5.361 -0.286 0.0007
Cl 0.095 6.426 1.108 0.0015
Cl -1.627 5.652 -1.102 0.0011
C -0.082 3.981 0.193 0.0112
N -0.085 2.906 0.572 0.0033

No. 12
39
Properties=species:S:1:pos:R:3:lowdin_charge:R:1 method="wB97M-V/def2-TZVPD" e_above_lowest_kcal_mol=31.2 charge=+1
Ta -1.071 -0.094 0.211 0.7984
C -0.788 3.755 0.766 -0.1107
C -1.735 2.644 0.523 -0.7889
S -1.914 1.464 1.809 0.5796
C -2.175 2.379 -0.757 -0.7407
C -2.314 3.456 -1.835 -0.0877
S -2.689 0.788 -1.229 0.6616
H -0.914 4.520 -0.011 0.0884
H 0.196 3.293 0.631 0.0438
H -0.800 4.166 1.786 0.0952
H -2.862 2.969 -2.660 0.0708
H -1.353 3.716 -2.251 0.0872
H -2.895 4.278 -1.461 0.0899
Cl -4.855 -6.368 -0.004 0.7458
C -3.607 -5.212 -0.008 -0.7021
C -3.970 -3.935 0.376 -0.6891
Cl -5.618 -3.462 0.631 0.7142
C -2.971 -2.965 0.503 -0.5484
Cl -3.398 -1.408 1.187 0.7021
C -1.642 -3.153 0.134 -0.3810
O -0.845 -2.042 -0.101 -0.3595
C -1.274 -4.493 -0.073 -0.6101
Cl 0.432 -4.783 0.019 0.7465
C -2.213 -5.471 -0.065 -0.6875
Cl -1.792 -7.083 -0.416 0.7523
C 3.630 2.395 -0.831 -0.2166
Si 3.479 0.835 0.198 0.2453
C 4.199 -0.641 -0.544 -0.2079
C 4.013 1.059 1.936 -0.1762
Se 1.120 0.571 0.089 0.4631
H 4.608 2.816 -0.608 0.0359
H 2.920 3.207 -0.519 0.0496
H 3.656 2.187 -1.899 0.0421
H 5.175 -0.276 -0.954 0.0732
H 3.565 -1.053 -1.373 0.0623
H 4.220 -1.412 0.195 0.0327
H 5.037 1.323 1.746 0.0463
H 3.872 0.130 2.487 0.0558
H 3.571 1.902 2.372 0.0240

Table of molecular weight (g mol⁻¹), in record order: 351.032 548.210 262.334 262.334 278.333 306.416 456.325 818.671 612.984 1257.515 438.646 716.655